Entry 1:
110
Properties=species:S:1:pos:R:3:forces:R:3 method="wB97M-V/def2-TZVPD" homo_lumo_gap_ev="6.7 / 6.6" relative_energy_kj_mol=79.8 spin_multiplicity=5 max_force_ev_per_a=1.0 homo_energy_ha="-0.182 / -0.181" charge=-1
Fe -0.67612 0.43627 0.10677 -0.8 0.1 0.5
O -3.75243 0.16690 2.80901 -0.1 0.0 0.1
C -2.96852 0.01953 1.88770 -0.3 -0.2 -0.3
O -1.81911 0.54122 1.74521 0.2 0.2 0.3
C -3.30982 -0.98651 0.77494 -0.5 0.0 0.8
C -4.36863 -1.90874 0.96404 -0.1 0.2 0.1
C -4.46464 -2.97723 0.13166 -0.1 -0.1 0.1
C -3.49480 -3.15451 -0.87812 0.1 -0.1 -0.2
C -3.43419 -4.30328 -1.71256 -0.2 0.2 0.2
C -2.48342 -4.40181 -2.67894 0.3 0.1 -0.2
C -1.53822 -3.35595 -2.85963 -0.1 -0.3 -0.2
C -1.55239 -2.25906 -2.05762 -0.1 0.2 0.3
C -2.53227 -2.13898 -1.03862 0.1 0.1 -0.3
N -2.48410 -1.04893 -0.21714 0.7 -0.3 -0.4
H -5.04264 -1.74470 1.79436 0.0 0.0 0.0
H -5.24729 -3.71889 0.25342 0.0 0.0 0.0
H -4.15650 -5.09869 -1.56454 0.0 0.0 0.0
H -2.44169 -5.28096 -3.31173 0.0 0.0 0.0
H -0.80227 -3.42894 -3.64954 0.0 0.0 0.0
H -0.82230 -1.46390 -2.15756 0.0 0.0 -0.1
C -4.42916 -0.04313 -3.24018 0.0 0.0 0.1
As -2.70978 0.88865 -2.96436 -0.2 -0.1 -0.3
C -1.84623 0.15721 -4.57413 0.1 0.0 0.0
C -3.29366 2.56863 -3.78474 0.0 0.1 0.0
H -4.77697 0.08374 -4.26735 0.0 0.0 0.0
H -5.17599 0.36684 -2.55738 0.0 0.0 0.0
H -4.31763 -1.10886 -3.02817 0.0 0.0 0.0
H -2.29584 0.57930 -5.47520 0.0 0.0 0.0
H -1.96955 -0.92771 -4.58670 0.0 0.1 0.0
H -0.78052 0.38817 -4.56565 0.0 0.0 0.0
H -3.76386 2.38304 -4.75195 0.0 0.0 0.0
H -2.43208 3.22450 -3.91659 0.0 0.0 0.0
H -4.00040 3.06891 -3.12464 0.0 0.0 0.0
N 1.93581 9.59493 2.37502 0.1 -0.1 -0.1
C 1.83852 8.43421 1.59307 0.1 0.1 0.1
C 1.43696 8.51040 0.26531 0.0 0.0 -0.1
C 1.41498 7.37378 -0.53335 -0.1 0.1 0.0
C 1.79767 6.15284 -0.01031 0.1 0.0 0.3
C 2.20909 6.06797 1.32169 -0.1 0.1 -0.2
C 2.22372 7.19715 2.11825 0.0 -0.1 0.0
S 1.77159 4.68051 -1.00160 -0.1 0.0 0.1
O 3.09157 4.11347 -0.92125 0.0 0.0 0.0
O 1.26669 5.10016 -2.28967 0.0 0.0 -0.1
N 0.78348 3.69627 -0.24074 -0.5 -0.5 -0.2
C -0.54260 3.70313 -0.46368 0.1 0.2 0.0
S -1.46594 5.09514 -1.06602 0.2 0.0 0.0
C -2.93842 4.24070 -0.80794 0.0 0.1 0.1
C -2.66687 3.00943 -0.34196 0.0 -0.4 0.3
N -1.33869 2.68436 -0.15749 0.1 0.0 -0.2
H 1.34827 10.36126 2.09491 -0.1 0.0 0.0
H 1.94291 9.44293 3.36885 -0.1 0.0 0.0
H 1.14448 9.47145 -0.14795 0.0 -0.1 0.0
H 1.10161 7.42851 -1.56941 0.0 0.0 0.1
H 2.52005 5.11067 1.71754 0.0 -0.1 0.1
H 2.54089 7.12259 3.15450 0.0 0.0 -0.1
H -3.89934 4.68809 -1.01443 0.1 -0.1 0.0
H -3.40990 2.25810 -0.10049 0.0 0.1 0.0
Te 0.73636 1.71774 2.25080 0.5 -0.2 0.8
C 2.65098 2.17299 3.06726 0.1 0.3 -0.3
C 3.85990 1.86833 2.45159 0.0 0.1 -0.2
C 5.06361 2.17550 3.07543 0.0 0.0 0.1
C 5.06752 2.78823 4.32225 -0.1 0.0 0.0
C 3.86071 3.09541 4.94162 0.0 0.0 0.0
C 2.65823 2.79242 4.31364 0.1 0.0 0.0
C 0.90386 -0.07999 3.41064 -0.4 -0.1 0.1
C 1.98193 -0.93990 3.20511 0.0 0.0 0.1
C 2.08157 -2.13286 3.90918 -0.1 0.1 0.0
C 1.09355 -2.49004 4.82502 0.1 0.0 -0.1
C 0.01281 -1.64515 5.02632 0.0 0.0 0.0
C -0.08146 -0.44590 4.32249 0.0 0.1 0.0
H 3.86626 1.41733 1.46545 0.0 0.0 0.0
H 5.99929 1.94262 2.58021 0.0 0.0 0.0
H 6.00644 3.03169 4.80602 0.0 0.0 0.0
H 3.85480 3.57583 5.91388 0.0 0.0 0.0
H 1.71806 3.03150 4.79640 0.0 0.0 0.0
H 2.74441 -0.68159 2.47753 0.0 0.0 0.1
H 2.92925 -2.78922 3.73979 0.0 0.0 0.0
H 1.16399 -3.42623 5.36764 0.0 0.0 0.0
H -0.76555 -1.91785 5.73161 0.0 0.0 0.0
H -0.93760 0.20478 4.47341 0.0 -0.1 0.0
C 2.25647 -1.80471 -0.54079 -0.1 -0.2 0.0
C 1.15573 -2.37482 0.29246 0.1 0.0 0.0
N 0.16634 -1.70248 0.82826 -0.2 0.0 -0.1
C -0.56503 -2.60800 1.57596 0.0 0.1 -0.1
C -0.02035 -3.84248 1.48040 0.1 0.1 -0.1
N 1.08457 -3.68979 0.65544 -0.1 0.0 0.0
C 1.96938 -4.75300 0.25718 -0.3 0.0 0.0
N 1.27496 -5.81569 -0.43386 0.3 0.3 0.1
N 0.72363 -6.83280 0.25432 0.0 -0.1 0.0
N 0.12047 -7.61635 -0.55345 0.0 0.0 -0.3
C 0.26510 -7.10843 -1.83590 -0.1 -0.3 0.2
C -0.17083 -7.60070 -3.06907 -0.1 -0.1 -0.1
C 0.16479 -6.87682 -4.18775 0.0 0.1 0.0
C 0.91992 -5.68079 -4.09658 -0.1 -0.1 -0.1
C 1.35164 -5.18822 -2.89142 0.1 0.0 0.2
C 1.00399 -5.93976 -1.76055 0.2 0.2 -0.1
H 2.28802 -0.73059 -0.39053 0.0 0.0 0.0
H 2.09404 -1.97579 -1.60981 0.0 0.0 0.0
H 3.22433 -2.22821 -0.26314 0.0 0.0 0.0
H -1.42945 -2.30727 2.14745 0.1 0.0 0.0
H -0.29566 -4.79868 1.89742 0.1 0.1 0.0
H 2.44601 -5.18497 1.13099 0.1 -0.1 0.1
H 2.72140 -4.34776 -0.41052 0.1 0.0 0.0
H -0.74798 -8.51523 -3.12805 0.0 0.0 0.0
H -0.15092 -7.22376 -5.16319 0.0 0.0 0.0
H 1.15200 -5.13378 -5.00230 0.0 0.0 0.0
H 1.92134 -4.26857 -2.82603 0.0 0.0 0.0
Se 2.14868 0.72354 -3.81879 0.1 0.0 -0.1
C 1.11386 0.62478 -2.39081 0.1 -0.1 -0.4
N 0.42105 0.47534 -1.46754 0.4 0.1 -0.5



Entry 2:
103
Properties=species:S:1:pos:R:3:forces:R:3 method="wB97M-V/def2-TZVPD" homo_lumo_gap_ev=6.9 relative_energy_kj_mol=292.9 max_force_ev_per_a=0.7 homo_energy_ha=-0.376 charge=+1
Tl -0.70557 0.30483 -0.03015 0.2 0.2 0.0
C -1.51928 -0.88523 4.40075 0.0 0.0 0.0
C -1.13203 -0.75496 2.96528 0.1 0.0 0.0
N -1.73690 -0.00774 2.12281 0.0 -0.1 0.1
N -2.79646 0.72605 2.52845 0.0 0.0 -0.1
C -3.30696 1.50235 1.60613 0.0 0.0 0.0
N -4.39421 2.20914 1.95382 0.0 0.0 0.0
S -2.76298 1.75234 -0.04273 -0.2 0.1 0.0
C 0.02562 -1.53068 2.39601 -0.1 0.0 0.1
C 0.33321 -2.81983 3.03394 0.0 0.0 -0.1
C 1.14871 -3.73662 2.51014 0.0 0.1 0.0
C 1.97670 -3.50211 1.28172 0.0 0.0 0.0
C 1.18752 -3.04037 0.02802 0.0 0.0 0.0
N 0.55496 -1.03865 1.35096 0.0 0.0 0.0
H -2.01977 0.02328 4.72398 0.0 0.0 0.0
H -2.21929 -1.71361 4.53719 0.0 0.0 0.0
H -0.64544 -1.07108 5.02353 0.0 0.0 0.0
H -4.74297 2.12786 2.89442 0.0 0.0 0.0
H -4.79244 2.88391 1.32704 0.0 0.0 0.0
H -0.21511 -3.05410 3.93553 0.0 0.0 0.0
H 1.23387 -4.69753 3.00465 0.0 0.0 0.0
H 2.69904 -4.30145 1.12839 0.0 0.0 0.0
H 1.79021 -3.29262 -0.84468 0.0 0.0 0.0
C 4.69210 5.23279 -3.83514 0.0 0.0 0.0
S 4.76275 3.61259 -4.62120 0.0 0.0 0.0
C 2.99264 3.30249 -4.83819 0.0 0.0 0.0
C 2.20968 3.12139 -3.54424 0.0 0.0 0.1
C 2.76697 1.95882 -2.72105 0.0 0.0 0.0
N 1.86893 1.39710 -1.68737 0.1 0.1 -0.1
P 0.92647 0.03690 -1.96771 -0.5 -0.1 -0.5
C 0.01614 0.64249 -3.46913 0.1 -0.1 -0.1
C 0.50376 0.40965 -4.75730 0.0 0.0 0.0
C -0.08392 1.00980 -5.86123 0.0 0.0 0.0
C -1.18135 1.84457 -5.70122 0.0 0.0 0.0
C -1.69224 2.06730 -4.43110 0.0 0.0 0.0
C -1.09412 1.46856 -3.33138 0.0 0.1 0.0
C 1.59778 -1.46231 -2.72496 0.1 0.0 0.0
C 0.67516 -2.35426 -3.26367 0.0 -0.1 0.0
C 1.10789 -3.57136 -3.77205 0.0 0.0 0.0
C 2.46246 -3.87213 -3.78900 0.0 0.0 0.0
C 3.38700 -2.95994 -3.29192 0.0 0.0 0.0
C 2.95663 -1.76340 -2.74116 0.0 0.0 0.0
P 1.61911 2.04670 -0.13496 0.0 0.0 0.2
C 1.48512 3.83247 -0.43307 0.0 0.0 0.0
C 0.23352 4.32806 -0.79562 0.0 0.0 0.0
C 0.07935 5.66294 -1.13788 0.0 0.0 0.0
C 1.17369 6.51567 -1.10067 0.0 0.0 0.0
C 2.41829 6.03593 -0.71423 0.0 0.0 0.0
C 2.57746 4.69817 -0.38421 0.0 0.0 0.0
C 3.15684 1.91258 0.80844 0.0 0.0 0.0
C 3.21378 2.54340 2.05078 0.0 0.0 0.0
C 4.35424 2.44562 2.83125 0.0 0.0 0.0
C 5.44443 1.71537 2.37458 0.0 0.0 0.0
C 5.38705 1.07905 1.14381 0.0 0.0 0.0
C 4.24289 1.16852 0.36394 0.0 0.0 0.0
H 5.71866 5.57701 -3.72386 0.0 0.0 0.0
H 4.22968 5.18799 -2.85026 0.0 0.0 0.0
H 4.15166 5.94133 -4.46297 0.0 0.0 0.0
H 2.93766 2.39209 -5.44080 0.0 0.0 0.0
H 2.56218 4.10825 -5.43518 0.0 0.0 0.0
H 1.16244 2.94121 -3.78954 0.0 0.0 0.0
H 2.23806 4.04468 -2.96458 0.0 0.0 0.0
H 3.69709 2.25450 -2.23379 0.0 0.0 0.0
H 3.03987 1.14404 -3.39992 0.0 0.0 0.0
H 1.35748 -0.23981 -4.90903 0.0 0.0 0.0
H 0.31674 0.82305 -6.84940 0.0 0.0 0.0
H -1.64151 2.30971 -6.56295 0.0 0.0 0.0
H -2.55595 2.70478 -4.29258 0.0 0.0 0.0
H -1.51202 1.67611 -2.35378 0.0 0.0 0.0
H -0.38124 -2.11012 -3.27295 0.0 0.0 0.0
H 0.38719 -4.27568 -4.16677 0.0 0.0 0.0
H 2.80158 -4.81427 -4.19939 0.0 0.0 0.0
H 4.44394 -3.19040 -3.31567 0.0 0.0 0.0
H 3.66768 -1.07914 -2.29901 0.0 0.0 0.0
H -0.62561 3.66600 -0.81245 0.0 0.0 0.0
H -0.89408 6.03967 -1.42372 0.0 0.0 0.0
H 1.05484 7.55905 -1.36244 0.0 0.0 0.0
H 3.26831 6.70495 -0.67454 0.0 0.0 0.0
H 3.55222 4.32674 -0.09478 0.0 0.0 0.0
H 2.36878 3.12361 2.40724 0.0 0.0 0.0
H 4.39333 2.93900 3.79339 0.0 0.0 0.0
H 6.33690 1.64001 2.98168 0.0 0.0 0.0
H 6.23275 0.50327 0.79138 0.0 0.0 0.0
H 4.18394 0.64407 -0.57971 0.0 0.0 0.0
O 2.62791 -2.21699 1.33110 0.0 0.0 0.0
C 1.60876 -1.62398 0.49736 0.1 0.2 -0.1
O 2.04023 -0.68774 -0.31982 0.1 -0.3 0.4
C -0.23950 -3.43279 -0.21530 0.0 0.0 0.0
C -0.51633 -4.82240 -0.29092 0.0 0.0 0.0
C -1.77866 -5.24160 -0.56486 0.0 0.0 0.0
C -2.79629 -4.28222 -0.77676 0.0 0.0 0.0
C -4.13017 -4.64099 -1.08015 0.0 0.0 0.0
C -5.07539 -3.67894 -1.28769 0.0 0.0 0.0
C -4.72188 -2.31576 -1.19939 0.0 0.0 0.0
C -3.44073 -1.94385 -0.90467 0.0 0.0 0.0
C -2.44319 -2.91994 -0.68440 0.0 0.1 0.0
N -1.16435 -2.51456 -0.39343 0.1 0.0 0.0
H 0.29112 -5.52779 -0.14040 0.0 0.0 0.0
H -2.01760 -6.29623 -0.63187 0.0 0.0 0.0
H -4.38482 -5.69176 -1.14448 0.0 0.0 0.0
H -6.09449 -3.95599 -1.52056 0.0 0.0 0.0
H -5.47350 -1.55588 -1.36913 0.0 0.0 0.0
H -3.18523 -0.89413 -0.83896 0.0 0.0 0.0